1.
The following is a DFT calculation (ωB97M-V/def2-TZVPD) of C4H12N2O in the gas phase at a distorted geometry.

The geometry in XYZ format:
```
19
Properties=species:S:1:pos:R:3
N -0.54220 1.08084 0.65298
C 0.47627 0.18522 0.08734
C -0.07315 -0.87113 -0.84620
C -1.04782 -0.34993 -1.95811
O -2.27092 0.02865 -1.29293
C 1.44195 -0.46401 1.12233
N 2.01942 0.43667 2.09162
H -0.21612 1.91939 1.12971
H -0.96130 0.62749 1.47378
H -2.95192 -0.10070 -1.96085
H 1.13969 0.82475 -0.48723
H -0.52096 -1.80405 -0.47153
H 0.73808 -1.19242 -1.50548
H -0.51569 0.38884 -2.56808
H -1.30823 -1.24168 -2.55059
H 2.09846 -1.17134 0.59183
H 0.75428 -1.19871 1.59767
H 1.23597 0.88150 2.54570
H 2.71963 0.08455 2.71575
```

The structure (SMILES) is NC[C@H](N)CCO. The energy above the lowest of the compared OMol25 structures with the same formula, charge and spin is 198.3 kJ/mol. As for the spin multiplicity: 1. As for the HOMO-LUMO gap: 9.8 eV. The highest occupied orbital energy is -8.799 eV. The value obtained for the LUMO energy is 1.02 eV. The calculation puts the max |F| at 0.0514 hartree/bohr.

Mulliken population analysis, charges in e, atoms 1 to 2: -0.6187 0.3000

2.
The following is a DFT calculation (ωB97M-V/def2-TZVPD) of C3H3NO2S2 in the gas phase at a distorted geometry.

The geometry in XYZ format:
```
11
Properties=species:S:1:pos:R:3
C -1.09679 -0.06438 0.32179
C -0.18126 1.48919 -0.98157
C 0.35490 -0.43334 0.21786
N -1.35767 0.95631 -0.40364
O -0.03253 2.44371 -1.62843
O 0.97369 0.57194 -0.58306
S 0.87033 -2.04648 -0.48702
S 0.87129 -0.02035 1.95353
H -1.89235 -0.58193 0.79097
H 1.66268 -1.49825 -1.42409
H -0.17229 -0.81641 2.22366
```

The structure (SMILES) is O=C1N=CC(S)(S)O1. The energy above the lowest of the compared OMol25 structures with the same formula, charge and spin is 105.3 kJ/mol. As for the spin multiplicity: 1. As for the HOMO-LUMO gap: 9.4 eV. The highest occupied orbital energy is -9.893 eV. The value obtained for the LUMO energy is -0.49 eV. The calculation puts the max |F| at 0.0659 hartree/bohr.

Mulliken population analysis, charges in e, atoms 1 to 2: -0.0767 0.4581

3.
The following is a DFT calculation (ωB97M-V/def2-TZVPD) of a 2-piece molecular cluster, C9H15NO2 overall at a distorted geometry.

The geometry in XYZ format:
```
27
Properties=species:S:1:pos:R:3
C -1.83838 0.36790 0.18300
C -1.72010 1.03791 1.27636
C 1.76908 -0.32610 -0.77782
C 0.88368 -0.94097 -1.86537
C 0.52926 -1.03295 -0.44625
C -2.89389 1.85897 1.78336
C -0.48826 1.12166 2.12736
C 3.10426 -0.93926 -0.41946
C 0.11099 -0.04450 -2.80361
N 0.12220 -2.02516 0.39741
O -0.65375 -2.87660 -0.04201
O 0.50097 -1.98546 1.57279
H -2.41213 -0.00424 -0.62415
H 1.76484 0.75920 -0.72096
H 1.23044 -1.85602 -2.33825
H -3.09425 1.59092 2.81923
H -2.63466 2.91648 1.74327
H -3.78493 1.68709 1.18809
H 0.29878 0.48054 1.74649
H -0.13548 2.15046 2.16837
H -0.72835 0.80158 3.13816
H 3.40290 -0.63645 0.58154
H 3.86648 -0.60949 -1.12385
H 3.04909 -2.02373 -0.44350
H 0.71924 0.21555 -3.66805
H -0.18520 0.87001 -2.29647
H -0.78284 -0.55733 -3.15569
```

The energy above the lowest of the compared OMol25 structures with the same formula, charge and spin is 322.9 kJ/mol. As for the spin multiplicity: 3. As for the HOMO-LUMO gap (alpha / beta): 8.4 / 7.4 eV. The highest occupied orbital energy (alpha / beta) is -7.640 / -9.425 eV. The value obtained for the LUMO energy (alpha / beta) is 0.80 / -1.98 eV. The calculation puts the max |F| at 0.0418 hartree/bohr. As for the expectation value of S²: 2.02.

Mulliken population analysis, charges in e, atoms 1 to 2: -0.6722 1.0269

4.
The following is a DFT calculation (ωB97M-V/def2-TZVPD) of an isolated ion of composition C3H6N3 and charge +1 at a distorted geometry.

The geometry in XYZ format:
```
12
Properties=species:S:1:pos:R:3
C -1.66300 0.83401 -0.18695
C 0.17402 -0.36095 0.44585
C 1.46938 -0.68074 -0.29854
N -0.91995 -1.15786 0.14868
N -1.92573 -0.53122 -0.19664
N -0.45028 1.07259 0.16202
H -2.42351 1.55859 -0.43643
H 0.34445 -0.39456 1.53309
H 2.19128 -1.14028 0.37190
H 1.92366 0.21476 -0.71811
H 1.25834 -1.37415 -1.10906
H 0.02134 1.95980 0.28420
```

The structure (SMILES) is C[C@@H]1N=NC=[NH+]1. The energy above the lowest of the compared OMol25 structures with the same formula, charge and spin is 185.0 kJ/mol. As for the spin multiplicity: 1. Its charge is +1. As for the HOMO-LUMO gap: 9.3 eV. The highest occupied orbital energy is -15.788 eV. The value obtained for the LUMO energy is -6.52 eV. The calculation puts the max |F| at 0.0501 hartree/bohr.

Mulliken population analysis, charges in e, atoms 1 to 2: 0.0672 0.4069

5.
The following is a DFT calculation (ωB97M-V/def2-TZVPD) of C2H4IN3S as an isolated structure at a distorted geometry.

The geometry in XYZ format:
```
11
Properties=species:S:1:pos:R:3
C 0.84751 -0.21156 0.19746
C -0.25126 0.64807 -0.24716
N 1.17027 2.46758 0.36696
N 1.90965 -0.11029 -0.72592
N 0.06338 2.00510 0.15118
S -1.34856 2.81540 0.36198
I 3.68113 0.14999 0.10749
H 0.98953 0.03306 1.29079
H 0.43186 -1.15605 0.34249
H -0.46585 0.68712 -1.36736
H -1.07469 0.37931 0.30660
```

The energy above the lowest of the compared OMol25 structures with the same formula, charge and spin is 322.5 kJ/mol. As for the spin multiplicity: 1. As for the HOMO-LUMO gap (alpha / beta): 7.5 / 7.3 eV. The highest occupied orbital energy (alpha / beta) is -8.919 / -8.815 eV. The value obtained for the LUMO energy (alpha / beta) is -1.46 / -1.49 eV. The calculation puts the max |F| at 0.0608 hartree/bohr.

Mulliken population analysis, charges in e, atoms 1 to 2: -0.5796 -0.4085